Entry 1:
{"formula": "C3H7NO2", "method": "wB97M-V/def2-TZVPD", "symbols": ["C", "C", "N", "C", "O", "O", "H", "H", "H", "H", "H", "H", "H"], "xyz": [[1.37, -0.85, -0.20], [-1.81, 0.89, 0.21], [0.45, 0.23, -0.30], [-0.89, -0.23, -0.24], [2.67, -0.47, 0.03], [-1.28, -1.18, -0.88], [2.76, -0.04, 0.89], [0.72, 1.13, 0.07], [1.32, -1.47, -1.10], [0.81, -1.51, 0.61], [-1.59, 1.18, 1.23], [-2.84, 0.57, 0.10], [-1.68, 1.76, -0.43]], "fmax_ev_per_a": 4.364, "charge": 0, "e_tot_ev": -8808.9040, "e_homo_ev": -9.59, "homo_lumo_gap_ev": 10.138, "e_above_lowest_kj_mol": 156.8}



Entry 2:
{"formula": "C3H7NO2", "method": "wB97M-V/def2-TZVPD", "symbols": ["C", "N", "C", "O", "C", "O", "H", "H", "H", "H", "H", "H", "H"], "xyz": [[-1.79, -1.06, -0.44], [-0.66, -0.20, -0.81], [-0.25, 0.60, 0.06], [-0.48, 0.97, 1.34], [0.67, 1.57, 0.57], [1.92, 1.29, 0.98], [-1.46, -2.10, -0.46], [-2.20, -0.84, 0.56], [-2.58, -0.95, -1.18], [1.73, -1.07, -1.00], [0.54, 2.64, 0.41], [2.46, -1.21, -0.88], [2.10, 0.35, 0.84]], "fmax_ev_per_a": 0.548, "charge": 0, "e_tot_ev": -8806.7795, "e_homo_ev": -10.12, "homo_lumo_gap_ev": 11.110, "e_above_lowest_kj_mol": 361.8}



Entry 3:
{"formula": "C3H7NO2", "method": "wB97M-V/def2-TZVPD", "symbols": ["C", "C", "O", "C", "N", "O", "H", "H", "H", "H", "H", "H", "H"], "xyz": [[0.66, 0.18, 0.36], [0.47, -0.97, -0.60], [1.57, -1.86, -0.61], [-0.35, 1.28, 0.03], [-1.64, 1.00, 0.47], [-0.13, 2.25, -0.63], [1.58, 0.70, 0.06], [0.67, -0.03, 1.42], [-0.46, -1.49, -0.33], [0.33, -0.65, -1.63], [1.36, -2.69, -0.22], [-2.32, 1.74, 0.33], [-1.74, 0.52, 1.34]], "fmax_ev_per_a": 2.298, "charge": 0, "e_tot_ev": -8809.6641, "e_homo_ev": -9.92, "homo_lumo_gap_ev": 10.648, "e_above_lowest_kj_mol": 83.4}



Entry 4:
{"formula": "C3H7NO2", "method": "wB97M-V/def2-TZVPD", "symbols": ["C", "C", "C", "H", "H", "H", "H", "H", "H", "H", "N", "O", "O"], "xyz": [[-0.63, 0.14, -0.34], [0.75, -0.18, 0.03], [-1.07, 1.27, 0.50], [-0.88, -1.70, -0.97], [-1.10, -1.53, 0.57], [-0.70, 0.52, -1.47], [-1.46, 0.95, 1.48], [-0.24, 2.02, 0.79], [-1.93, 1.83, -0.02], [1.10, 1.44, -0.80], [-1.42, -1.06, -0.36], [1.02, -1.19, 0.60], [1.59, 0.75, -0.38]], "fmax_ev_per_a": 3.992, "charge": 0, "e_tot_ev": -8809.0331, "e_homo_ev": -10.20, "homo_lumo_gap_ev": 10.759, "e_above_lowest_kj_mol": 144.3}



What did the second record say?
{"formula": "C3H7NO2", "method": "wB97M-V/def2-TZVPD", "symbols": ["C", "N", "C", "O", "C", "O", "H", "H", "H", "H", "H", "H", "H"], "xyz": [[-1.79, -1.06, -0.44], [-0.66, -0.20, -0.81], [-0.25, 0.60, 0.06], [-0.48, 0.97, 1.34], [0.67, 1.57, 0.57], [1.92, 1.29, 0.98], [-1.46, -2.10, -0.46], [-2.20, -0.84, 0.56], [-2.58, -0.95, -1.18], [1.73, -1.07, -1.00], [0.54, 2.64, 0.41], [2.46, -1.21, -0.88], [2.10, 0.35, 0.84]], "fmax_ev_per_a": 0.548, "charge": 0, "e_tot_ev": -8806.7795, "e_homo_ev": -10.12, "homo_lumo_gap_ev": 11.110, "e_above_lowest_kj_mol": 361.8}